# 1
The following is a DFT calculation (ωB97M-V/def2-TZVPD) of one molecule with the formula C4H9N3O.

Its total charge is 0. The value obtained for the orbital gap is 9.35 eV. As for the LUMO energy: 1.0 eV. The SMILES is CN(C)/N=C/NC=O.

Geometry as XYZ:
```
17
Properties=species:S:1:pos:R:3:forces:R:3:nbo_charge:R:1
C 2.106 -1.355 -0.445 0.7 -1.4 -0.7 -0.420
C -0.033 -1.013 -1.556 -0.9 -0.4 -1.9 -0.452
C -0.498 0.799 0.358 -1.3 0.0 -0.8 0.178
C -2.104 1.943 1.783 0.3 -2.3 -1.3 0.526
H 2.432 -2.044 -1.303 -0.7 1.2 0.8 0.198
H 1.726 -2.102 0.327 0.5 1.2 -0.5 0.181
H 3.063 -0.836 -0.159 -1.3 -0.4 0.2 0.219
H 0.285 -1.783 -2.259 0.5 0.1 0.0 0.214
H -0.833 -1.516 -1.003 0.1 0.3 0.8 0.184
H -0.476 -0.244 -2.186 -0.5 0.0 0.0 0.202
H -1.393 0.761 -0.287 0.7 -0.5 -0.1 0.203
H 0.019 1.892 2.013 -1.2 -0.4 -0.5 0.414
H -2.130 2.502 2.703 -0.2 0.7 0.4 0.128
N 1.055 -0.404 -0.885 1.0 -0.5 1.9 -0.269
N 0.664 0.338 0.251 1.2 -0.5 -0.7 -0.295
N -0.797 1.541 1.471 -0.1 1.8 1.7 -0.625
O -3.085 1.520 1.176 1.3 1.1 0.8 -0.588
```
Positions in Å, forces in eV/Å.



# 2
The following is a DFT calculation (ωB97M-V/def2-TZVPD) of one molecule with the formula C5H8O.

Its total charge is 0. The value obtained for the orbital gap is 10.53 eV. As for the LUMO energy: 0.9 eV. The SMILES is CC#C[C@@H](C)O.

Geometry as XYZ:
```
14
Properties=species:S:1:pos:R:3:forces:R:3:nbo_charge:R:1
C 2.849 -0.124 0.176 0.1 0.0 0.0 -0.686
C 1.411 0.012 -0.062 -0.5 0.0 0.0 0.023
C 0.222 0.140 -0.218 0.5 0.0 0.1 -0.077
C -1.222 0.425 -0.313 0.0 -0.3 -0.2 0.038
C -2.081 -0.822 -0.160 0.0 -0.1 0.0 -0.605
O -1.617 1.323 0.716 0.1 0.3 0.0 -0.705
H 3.185 -1.154 0.019 -0.1 0.1 0.0 0.237
H 3.083 0.152 1.209 0.0 0.0 -0.1 0.237
H 3.425 0.528 -0.488 -0.1 -0.1 0.1 0.234
H -1.422 0.876 -1.298 0.0 -0.1 0.2 0.180
H -1.854 -1.315 0.789 0.0 0.1 -0.1 0.217
H -3.136 -0.532 -0.160 0.1 0.0 0.0 0.219
H -1.900 -1.523 -0.980 0.0 0.1 0.1 0.214
H -0.943 2.013 0.768 -0.2 -0.1 0.1 0.474
```
Positions in Å, forces in eV/Å.



# 3
The following is a DFT calculation (ωB97M-V/def2-TZVPD) of one molecule with the formula C19H25N5O.

Its total charge is 0. The value obtained for the orbital gap is 9.07 eV. As for the LUMO energy: 0.7 eV. The SMILES is Cc1ccc(-n2ncc3c(NCCCOC(C)C)ncnc32)c(C)c1.

Geometry as XYZ:
```
50
Properties=species:S:1:pos:R:3:forces:R:3:nbo_charge:R:1
C -4.883 -6.440 -0.601 0.0 0.0 -0.1 -0.627
C -4.149 -5.150 -0.809 0.0 0.0 0.0 0.000
C -2.924 -4.926 -0.197 -0.2 0.1 -0.1 -0.241
C -2.203 -3.755 -0.381 0.1 0.2 -0.1 0.100
C -2.760 -2.770 -1.198 -0.5 -0.7 0.1 0.084
C -3.974 -2.988 -1.840 0.1 0.1 0.1 -0.173
C -4.662 -4.168 -1.647 0.1 0.0 0.0 -0.226
H -5.607 -4.326 -2.146 -0.1 0.0 0.0 0.210
H -4.362 -2.219 -2.490 0.0 0.1 0.0 0.227
N -2.109 -1.544 -1.436 0.4 0.4 0.3 -0.198
C -1.604 -0.650 -0.555 0.5 1.1 -0.1 0.379
N -1.557 -0.721 0.781 -0.4 -0.3 0.1 -0.518
C -1.023 0.342 1.338 -0.1 -0.4 0.2 0.293
N -0.537 1.429 0.755 0.3 0.6 -0.3 -0.564
C -0.584 1.520 -0.575 -0.3 -0.3 0.1 0.471
N -0.136 2.645 -1.166 -0.1 0.0 -0.3 -0.564
H -0.031 2.630 -2.168 -0.1 0.0 0.1 0.393
C 0.557 3.673 -0.429 0.4 0.1 0.2 -0.224
H 0.097 3.716 0.560 0.0 0.2 -0.1 0.230
C 2.050 3.369 -0.283 0.0 0.3 0.2 -0.432
C 2.756 4.443 0.549 -0.2 -0.1 -0.2 -0.055
O 4.138 4.205 0.685 0.2 -0.1 -0.1 -0.543
C 4.576 3.682 1.929 0.3 -0.1 0.3 0.112
C 4.133 2.237 2.167 0.0 0.4 -0.1 -0.641
H 4.447 1.613 1.334 0.0 -0.1 -0.1 0.211
H 4.592 1.862 3.079 0.0 -0.1 0.1 0.213
H 3.053 2.168 2.276 -0.1 -0.1 0.0 0.210
C 6.098 3.787 1.919 -0.5 0.1 0.0 -0.615
H 6.395 4.813 1.723 0.1 0.1 0.0 0.217
H 6.502 3.155 1.133 0.1 -0.1 -0.1 0.209
H 6.505 3.473 2.876 0.1 0.0 0.1 0.207
H 4.173 4.313 2.741 0.1 -0.1 -0.1 0.156
H 2.659 5.410 0.039 -0.1 -0.1 0.1 0.177
H 2.278 4.528 1.534 0.0 0.0 0.0 0.165
H 2.160 2.395 0.194 0.0 0.0 0.0 0.214
H 2.525 3.321 -1.265 0.0 0.0 0.0 0.201
H 0.408 4.627 -0.941 -0.1 0.0 0.1 0.197
C -1.145 0.455 -1.313 -0.2 -0.7 0.6 -0.272
C -1.446 0.104 -2.647 -0.1 0.0 0.1 -0.019
N -2.023 -1.070 -2.694 0.0 0.0 -0.8 -0.226
H -1.271 0.654 -3.551 0.0 0.0 -0.2 0.207
H -0.963 0.331 2.419 0.0 0.0 0.1 0.176
C -0.864 -3.580 0.261 0.0 0.0 0.1 -0.668
H -0.927 -2.840 1.058 0.1 -0.1 0.0 0.257
H -0.512 -4.521 0.675 0.0 -0.1 0.0 0.212
H -0.136 -3.221 -0.467 0.1 0.0 0.0 0.217
H -2.507 -5.695 0.439 0.1 -0.1 0.1 0.205
H -4.646 -6.870 0.369 0.0 -0.1 0.1 0.216
H -4.597 -7.159 -1.369 0.0 -0.1 0.0 0.221
H -5.958 -6.288 -0.668 -0.1 0.0 0.0 0.217
```
Positions in Å, forces in eV/Å.



# 4
The following is a DFT calculation (ωB97M-V/def2-TZVPD) of C36H29BrN6O2PSSe2V as an isolated structure.

As for the multiplicity: 4. Its total charge is +1. The value obtained for the orbital gap (alpha / beta) is 5.79 / 6.72 eV. As for the LUMO energy (alpha / beta): -3.7 / -3.6 eV.

Geometry as XYZ:
```
79
Properties=species:S:1:pos:R:3:forces:R:3:lowdin_spin:R:1
V -0.024 -0.083 1.413 -0.5 -1.6 -2.6 2.577
O -0.704 4.086 7.415 0.0 0.2 0.2 -0.001
N -1.240 3.081 7.004 0.1 0.3 0.5 0.000
O -1.962 2.358 7.656 -0.2 -0.1 0.1 -0.001
C -0.961 2.724 5.626 0.3 0.5 -1.3 -0.006
C -0.638 3.750 4.782 -0.3 -0.3 1.0 -0.003
C -0.246 3.511 3.446 0.1 -0.6 -0.6 0.002
C 0.159 4.523 2.557 0.0 -0.4 -0.2 0.045
C 0.528 4.158 1.280 -0.1 0.2 0.3 -0.002
C 0.520 2.813 0.920 0.2 0.1 -0.3 0.048
N 0.169 1.833 1.741 0.2 2.1 0.2 0.016
C -0.230 2.177 2.982 0.0 1.1 0.4 0.030
C -0.612 1.115 3.842 -0.4 0.0 1.1 0.025
N -0.550 -0.125 3.301 -0.4 -0.1 2.2 0.007
C -0.806 -1.159 4.094 0.0 -0.2 -0.1 0.036
C -1.173 -1.017 5.427 0.0 0.5 0.3 0.001
C -1.274 0.239 5.989 0.0 -0.5 -0.1 0.033
C -0.976 1.358 5.191 0.1 -0.1 -0.4 0.005
H -0.675 4.765 5.149 0.1 0.0 0.1 0.000
H 0.202 5.548 2.887 -0.1 0.2 0.0 0.002
H 0.837 4.894 0.553 0.0 0.0 0.0 -0.001
H 0.832 2.519 -0.079 0.0 0.0 0.1 0.002
H -0.719 -2.149 3.667 0.0 0.1 -0.2 0.002
H -1.367 -1.899 6.019 0.0 0.0 0.0 -0.001
H -1.589 0.356 7.013 0.1 0.0 -0.1 0.002
Se 2.517 -1.414 -0.709 0.4 -0.3 -0.3 0.023
P 0.074 -0.605 -3.208 0.2 -0.6 0.1 0.005
Se 0.728 0.038 -1.083 0.4 0.5 -0.5 0.012
C 1.762 -1.062 -3.775 -0.3 0.2 0.0 -0.001
C 2.600 0.026 -4.030 -0.1 -0.1 0.0 0.000
C 3.888 -0.181 -4.483 0.1 0.1 0.0 0.000
C 4.354 -1.471 -4.685 0.0 0.0 0.0 0.000
C 3.523 -2.551 -4.446 0.0 0.0 0.0 0.000
C 2.223 -2.354 -4.008 -0.1 0.1 0.0 0.000
C -0.733 -2.232 -2.999 0.1 0.3 -0.1 0.002
C -0.269 -3.278 -2.208 0.0 0.0 0.0 0.002
C -0.940 -4.486 -2.194 0.0 0.0 0.0 0.000
C -2.062 -4.671 -2.986 0.0 0.0 0.0 0.000
C -2.520 -3.640 -3.791 -0.1 -0.1 0.0 0.000
C -1.869 -2.421 -3.785 0.1 0.1 0.0 0.001
H 2.221 1.029 -3.862 0.1 0.0 0.0 0.000
H 4.532 0.663 -4.675 0.1 0.1 0.0 0.000
H 5.360 -1.631 -5.039 0.1 0.0 0.0 0.000
H 3.884 -3.556 -4.591 0.0 -0.1 -0.1 0.000
H 1.574 -3.204 -3.860 0.0 0.0 0.0 0.000
H 0.620 -3.161 -1.604 -0.1 0.0 0.0 0.001
H -0.572 -5.288 -1.571 0.0 -0.1 0.1 0.000
H -2.566 -5.626 -2.989 -0.1 -0.1 0.0 0.000
H -3.370 -3.792 -4.439 -0.1 0.0 0.0 0.000
H -2.212 -1.613 -4.417 0.0 0.0 -0.1 0.000
Br -0.564 -2.401 1.018 -0.3 -1.5 0.1 0.053
C 2.863 -1.032 1.110 0.1 0.0 0.1 0.018
C 4.111 -1.465 1.571 -0.1 0.0 -0.1 -0.002
C 4.497 -1.163 2.856 -0.3 0.2 0.0 0.014
C 3.632 -0.391 3.631 0.0 -0.1 0.0 -0.002
C 2.412 -0.024 3.106 0.4 0.1 0.4 0.016
N 1.992 -0.364 1.877 0.9 -0.3 -0.1 0.010
H 4.759 -2.015 0.902 0.0 0.0 0.0 0.000
H 5.452 -1.487 3.238 0.1 0.0 0.0 0.001
H 3.902 -0.091 4.632 0.0 0.0 0.0 0.000
H 1.742 0.589 3.698 0.1 -0.2 -0.1 0.002
N -3.812 -1.329 0.012 -0.1 0.0 -0.3 0.000
C -3.186 -0.210 -0.374 -0.2 -0.4 0.4 0.006
S -2.355 0.677 0.802 -0.3 0.5 0.2 0.020
N -3.373 0.180 -1.646 -0.6 -0.6 0.0 0.000
C -2.657 1.056 -2.479 0.3 0.4 -0.2 0.000
C -2.911 0.941 -3.848 0.0 0.1 0.1 0.000
C -2.199 1.698 -4.757 0.0 0.0 0.1 0.000
C -1.229 2.583 -4.314 0.1 0.1 0.0 0.000
C -1.010 2.734 -2.956 -0.2 -0.1 -0.1 0.000
C -1.727 1.989 -2.032 -0.1 0.1 0.1 0.001
H -3.653 -1.678 0.947 0.1 0.2 -0.2 0.001
H -4.274 -1.942 -0.644 0.1 0.0 0.0 0.000
H -4.032 -0.385 -2.177 0.2 0.0 0.2 0.000
H -3.676 0.260 -4.200 0.0 -0.1 0.0 0.000
H -2.400 1.591 -5.813 0.0 0.0 -0.1 0.000
H -0.671 3.173 -5.025 0.1 0.0 -0.1 0.000
H -0.284 3.448 -2.600 0.1 0.1 0.0 0.000
H -1.599 2.164 -0.974 0.0 -0.1 -0.1 0.000
```
Positions in Å, forces in eV/Å.



# 5
The following is a DFT calculation (ωB97M-V/def2-TZVPD) of one molecule with the formula C5H7NO3.

Its total charge is 0. The value obtained for the orbital gap is 9.71 eV. As for the LUMO energy: 0.6 eV. The SMILES is C=C(C)C(=O)C(=O)NO.

Geometry as XYZ:
```
16
Properties=species:S:1:pos:R:3:forces:R:3:nbo_charge:R:1
C -0.448 -2.033 -0.619 0.0 -0.1 0.1 -0.658
N -0.537 2.040 0.779 0.1 -0.2 0.5 -0.330
C -1.011 0.930 0.091 -1.7 3.8 -2.2 0.537
C -0.087 0.538 -1.023 -0.2 -3.5 4.2 0.556
C 0.274 -0.837 -0.091 1.3 0.4 -2.9 -0.099
C 1.307 -0.850 0.739 -0.2 0.2 0.1 -0.377
O 0.809 2.400 0.545 -0.3 -0.4 0.2 -0.556
O -2.167 0.542 0.166 1.1 -0.5 0.6 -0.571
O 0.247 0.795 -2.119 0.1 0.4 -0.8 -0.468
H 0.788 3.099 -0.125 -0.2 -0.1 0.2 0.485
H -0.780 2.102 1.762 0.2 0.1 -0.1 0.383
H -1.511 -1.949 -0.397 0.0 -0.1 0.0 0.243
H -0.048 -2.947 -0.182 -0.1 -0.1 0.1 0.216
H -0.336 -2.103 -1.702 0.0 0.1 0.0 0.228
H 1.710 -1.784 1.106 -0.2 -0.1 0.3 0.201
H 1.790 0.056 1.071 0.2 0.1 -0.2 0.212
```
Positions in Å, forces in eV/Å.



# 6
The following is a DFT calculation (ωB97M-V/def2-TZVPD) of an isolated ion of composition C4H9N4 and charge +1.

Its total charge is +1. The value obtained for the orbital gap is 10.70 eV. As for the LUMO energy: -4.1 eV. The SMILES is C[C@H](C#N)/C(N)=N/[NH3+].

Geometry as XYZ:
```
17
Properties=species:S:1:pos:R:3:forces:R:3:nbo_charge:R:1
C 2.296 0.210 0.409 0.2 0.5 0.1 0.219
C -0.138 0.519 -0.268 0.9 -3.0 1.1 0.506
C 1.168 -1.800 -0.142 -3.2 1.4 -1.3 -0.602
C 1.393 -0.388 -0.536 -3.1 3.3 -1.0 -0.249
N 2.851 0.612 1.326 0.4 0.2 0.2 -0.232
N -0.823 0.002 0.725 1.8 -0.4 -0.3 -0.413
N -0.549 1.434 -1.147 -1.5 -0.7 1.9 -0.780
N -2.163 0.414 0.959 -1.2 -1.5 -3.7 -0.521
H 0.850 -1.817 0.850 0.3 -0.4 1.9 0.247
H 1.960 -2.338 -0.444 2.9 -2.2 -0.3 0.243
H 0.303 -2.172 -0.663 -0.3 -0.3 -0.6 0.221
H 1.578 -0.113 -1.624 0.2 -0.8 1.4 0.259
H 0.136 1.831 -1.701 1.3 1.1 -1.5 0.426
H -1.283 2.036 -0.789 0.4 0.4 -0.7 0.386
H -2.722 -0.351 1.429 0.7 0.4 -1.2 0.461
H -2.270 1.132 1.574 0.3 3.1 2.6 0.416
H -2.590 0.789 0.043 -0.1 -1.2 1.5 0.412
```
Positions in Å, forces in eV/Å.



Respective energy relative to the best compared isomer or geometry (same formula, charge and spin) values: 224.4; 180.8; 0.0; 115.9; 478.1; 319.6 kJ/mol.